Density functional theory data (wB97M-V/def2-TZVPD) for a 2-piece molecular cluster, C2H5NOS overall at a distorted geometry.

Computed properties:
**Spin multiplicity**: 3
**Lowest unoccupied orbital energy (alpha / beta)**: 0.329 / -2.156 eV
**Energy relative to the best compared isomer or geometry (same formula, charge and spin)**: 83.1 kcal/mol
**Frontier orbital gap (alpha / beta)**: 7.49 / 7.54 eV
**<S²>**: 2.004
**Highest occupied orbital energy (alpha / beta)**: -7.161 / -9.696 eV

Last column: Mulliken spin population.
Cartesian coordinates (Å):
C  1.480296  -0.192425  -0.798054  0.59
C  -0.392522  -0.243416  1.193879  0.03
N  1.034688  -1.136712  -1.421512  0.25
O  1.741694  1.469535  1.153854  0.01
S  1.485129  0.054255  0.983858  0.15
H  2.200969  1.578378  -1.293791  0.92
H  -0.520183  -1.328137  0.967220  0.00
H  -1.113184  0.350677  0.505492  0.00
H  -0.661394  -0.008998  2.275825  0.01
H  1.479421  -1.247385  -2.297763  0.03

Cartesian forces, eV/Å:
0.62 -1.46 1.21
-0.69 0.22 0.10
-0.85 -0.05 0.64
0.47 1.20 0.77
-2.42 -0.44 -0.35
0.32 1.48 -0.60
0.03 0.74 0.32
1.71 -0.74 1.00
0.51 -0.39 -1.38
0.30 -0.55 -1.72

=====

Density functional theory data (wB97M-V/def2-TZVPD) for C22H35BrCaCl3F7KN3NaO16S4 as an isolated structure at a distorted geometry.

Computed properties:
**Lowest unoccupied orbital energy**: -4.899 eV
**Frontier orbital gap**: 1.55 eV
**Net charge**: +1
**Highest occupied orbital energy**: -6.452 eV

Last column: Mulliken charge in e.
Cartesian coordinates (Å):
C  3.103095  -1.663148  1.749486  -1.03
C  3.742144  -1.046765  0.475345  0.84
Cl  4.847179  -2.131925  -0.438042  -0.07
C  3.506422  0.221088  0.027553  -0.70
Cl  4.364580  0.796756  -1.441348  -0.14
N  2.608113  1.029002  0.800170  0.59
C  1.253665  0.777457  0.658824  0.25
C  0.439541  -0.146330  -0.151667  0.00
O  0.581906  -0.481756  -1.430200  -0.53
N  -0.694939  -0.714940  0.547471  0.31
C  -0.372195  -2.056024  0.989562  0.33
O  0.042445  -2.832953  0.208784  -0.37
F  -0.522067  -2.363506  2.313797  -0.25
S  0.270952  1.847581  1.755667  0.12
C  1.690764  2.942976  2.270515  0.91
C  1.518714  4.468376  1.855924  -0.28
C  0.131097  4.817567  1.185233  -1.23
C  0.129906  4.441307  -0.346288  0.75
C  -1.316498  4.447033  -0.974675  -1.11
S  -1.790325  2.802622  -1.620272  1.13
O  -0.611067  2.108395  -2.162064  -0.58
O  -2.798252  2.842569  -2.647276  -0.58
O  -2.447787  1.990530  -0.341864  -0.28
C  1.671192  2.831084  3.868837  0.49
F  1.387453  1.525270  4.232103  -0.19
F  0.644363  3.576216  4.420257  -0.26
F  2.834785  3.239781  4.446517  -0.23
C  2.967938  2.112537  1.742574  -1.28
S  4.551377  2.993712  1.390855  1.69
C  4.542649  3.894719  -0.202085  -1.43
O  4.999493  3.839710  2.507214  -0.65
O  5.582072  1.951334  1.253321  -0.63
H  2.499784  -2.566163  1.435527  0.31
H  2.387208  -0.975994  2.273742  0.10
H  3.853580  -2.010760  2.506328  0.42
H  -1.523437  -0.725177  -0.061184  0.27
H  2.330594  4.833638  1.172424  -0.16
H  1.587517  5.117267  2.776868  0.50
H  0.047607  5.946757  1.216293  0.45
H  -0.761214  4.428361  1.732969  0.52
H  0.618616  3.430221  -0.474024  0.03
H  0.790629  5.188109  -0.872534  -0.20
H  -1.320405  5.198638  -1.813654  0.29
H  -2.063407  4.798585  -0.220160  0.48
H  -1.717439  1.578475  0.168829  -0.02
H  3.260666  1.503433  2.655943  0.22
H  3.983142  3.334276  -1.021901  0.31
H  5.595994  4.066884  -0.572915  0.35
H  4.101775  4.955046  -0.081133  0.49
O  -2.906415  1.149277  1.966351  -0.65
C  -3.982416  1.644787  2.244184  0.83
N  -4.939543  1.791045  1.292763  -0.23
C  -4.343285  2.124772  3.621987  -1.10
H  -5.843495  2.191848  1.466317  0.17
H  -4.718559  1.475612  0.356694  0.08
H  -3.642295  2.903622  3.923533  0.28
H  -4.282274  1.286378  4.316735  0.25
H  -5.354288  2.533460  3.655751  0.36
Cl  1.969994  -0.663950  -2.481291  0.03
C  -7.893163  -2.117593  1.921560  -1.58
C  -7.115177  -0.818594  2.007689  0.31
O  -7.739858  0.074787  2.937951  -0.36
H  -8.924555  -1.929635  1.604858  0.32
H  -7.428355  -2.802907  1.212278  0.36
H  -7.942932  -2.606035  2.901484  0.42
H  -7.086823  -0.326771  1.036700  0.39
H  -6.089501  -0.999126  2.332945  0.24
H  -7.743802  -0.375512  3.810461  -0.09
Ca  -9.520011  -0.171868  3.938104  0.86
C  3.446569  -6.403166  -4.839841  -1.00
C  4.615242  -5.821428  -5.607862  -0.25
O  5.173894  -4.693197  -4.909355  -0.32
C  6.036809  -4.977858  -3.933111  0.27
O  6.360362  -6.078698  -3.610705  -0.50
C  6.580566  -3.689380  -3.317816  0.99
F  5.615467  -2.779647  -3.095052  -0.25
F  7.485902  -3.100737  -4.117676  -0.26
F  7.186539  -3.896259  -2.142837  -0.25
H  2.702309  -5.631390  -4.630914  0.30
H  2.974761  -7.205066  -5.405883  0.29
H  3.768365  -6.804005  -3.877260  0.33
H  4.271524  -5.450486  -6.573588  0.32
H  5.380487  -6.573986  -5.804840  0.32
O  -5.374183  -1.579788  -3.515127  -0.58
S  -4.765948  -0.251815  -3.315215  1.17
O  -5.778489  0.672239  -2.763758  -0.64
O  -4.278707  0.259242  -4.606167  -0.59
O  -3.638642  -0.360977  -2.365345  -0.49
K  3.182194  4.891877  -2.050569  1.05
Br  -7.403255  -0.926812  6.202446  -0.40
Na  -5.974267  -0.277806  8.501723  0.66
O  2.594049  -9.576506  -5.289915  -0.61
H  1.763627  -9.880612  -5.672335  0.31
H  3.071653  -10.389207  -5.091703  0.30

Cartesian forces, eV/Å:
-0.36 -0.34 -0.34
0.33 0.12 0.03
-1.38 1.18 1.20
0.91 -1.35 1.19
-0.48 0.24 1.17
0.38 1.09 -2.44
-3.87 -1.67 -1.22
3.31 2.58 3.32
-0.56 -0.74 -1.44
0.36 0.82 -0.08
0.03 0.34 -0.76
0.26 -1.04 0.70
-0.08 0.98 -1.39
0.71 -0.43 -0.29
0.16 -0.51 0.09
-0.72 0.39 0.37
0.70 0.98 -0.66
0.04 -0.61 0.71
0.70 0.84 0.28
-0.49 -2.95 -3.26
-0.26 1.38 2.39
-0.05 1.45 1.94
1.68 1.52 -1.53
-0.64 -0.39 0.30
1.17 1.73 -0.01
1.31 -0.66 -0.91
-1.42 -0.65 -0.64
-0.70 -1.18 1.61
5.06 -1.22 2.26
-0.45 1.10 -0.45
-2.58 0.29 -1.81
-2.30 0.60 -1.08
0.72 0.88 0.27
0.75 -0.42 -0.66
-0.40 0.37 -0.94
0.10 -0.23 0.20
-0.60 -0.53 0.59
0.19 -0.85 -0.88
-0.02 -1.13 0.19
0.87 0.01 -0.45
-0.65 0.89 -0.03
-0.72 -0.43 0.37
-0.37 -1.20 0.52
0.48 -0.52 -0.68
-0.55 0.14 0.02
0.60 1.14 -0.74
1.26 -0.37 2.18
-0.87 -0.64 0.86
0.82 -1.77 0.76
0.30 -0.20 0.84
-0.46 -0.01 -0.79
0.05 -0.19 0.01
-0.21 0.13 0.16
0.11 0.05 0.06
-0.03 0.06 -0.14
0.03 -0.12 0.07
0.12 0.06 0.01
0.04 0.00 0.04
-1.02 -0.18 1.12
-0.15 0.17 0.23
0.66 -0.97 -0.87
0.33 0.36 0.07
0.04 -0.06 -0.25
-0.06 0.03 0.02
0.17 -0.13 -0.01
-0.02 0.19 0.17
-0.04 0.12 -0.04
3.63 -0.15 -0.18
-3.97 0.28 1.19
-0.01 0.16 0.30
-0.56 -0.59 -0.32
0.52 0.51 0.28
-0.82 -0.57 -1.00
0.45 0.03 0.51
0.54 1.19 0.65
-0.07 -0.35 -0.32
-0.16 -0.34 -0.20
-0.21 -0.39 -0.23
0.02 0.01 -0.14
0.10 0.02 0.03
0.04 -0.10 -0.12
0.14 0.29 0.15
0.09 0.15 0.22
0.09 -0.16 -0.07
0.30 0.06 0.22
-0.04 0.27 0.19
-0.30 -0.04 -0.07
-0.03 -0.11 0.42
-1.55 1.19 -2.40
-0.30 0.23 -0.33
-0.17 -0.10 -0.28
-0.07 -0.20 -0.05
0.02 0.07 0.02
0.03 0.08 0.02

=====

Density functional theory data (wB97M-V/def2-TZVPD) for a 2-piece molecular cluster, C6H14Si overall at a distorted geometry.

Computed properties:
**Spin multiplicity**: 3
**Lowest unoccupied orbital energy (alpha / beta)**: 1.016 / -1.341 eV
**Energy relative to the best compared isomer or geometry (same formula, charge and spin)**: 37.4 kcal/mol
**Frontier orbital gap (alpha / beta)**: 6.62 / 8.00 eV
**<S²>**: 2.015
**Highest occupied orbital energy (alpha / beta)**: -5.606 / -9.339 eV

Last column: Mulliken spin population.
Cartesian coordinates (Å):
C  -0.698132  -0.425225  0.382250  0.98
C  -1.915183  -0.112190  -0.028424  -0.12
C  -3.081076  -0.434305  0.869532  0.08
C  -2.217675  0.382893  -1.447739  0.08
C  2.676750  -0.076269  1.329550  0.04
C  3.121745  0.301218  -0.086682  0.04
Si  1.609192  0.236606  -1.294565  0.87
H  -0.353922  -0.685256  1.301429  0.02
H  -2.695944  -0.904133  1.797456  -0.01
H  -3.663641  0.393673  1.264908  0.00
H  -3.671317  -1.217803  0.348128  -0.01
H  -2.706285  1.281934  -1.353270  0.00
H  -2.941328  -0.352318  -1.814279  -0.01
H  -1.364954  0.490194  -2.017491  -0.02
H  2.533925  -1.078934  1.443715  -0.01
H  3.443168  0.243855  2.111495  -0.01
H  1.679605  0.385666  1.472961  -0.02
H  3.978249  -0.400861  -0.485238  0.00
H  3.479745  1.293750  -0.020612  0.01
H  1.208193  1.557613  -1.461567  0.03
H  1.578883  -0.880102  -2.311553  0.04

Cartesian forces, eV/Å:
-2.88 1.05 -1.86
1.24 0.01 -0.43
0.32 -1.21 0.78
-1.06 -2.62 2.45
0.70 2.87 0.41
0.51 -2.64 -1.13
2.42 -1.86 0.39
1.29 -0.96 2.47
-0.13 0.03 -0.52
-0.29 0.27 -0.68
-0.16 0.70 0.42
-1.22 2.27 -0.01
0.24 0.19 -0.61
1.68 0.00 -1.36
-0.35 -2.92 0.24
-1.17 -0.19 -0.87
0.70 0.06 0.58
-1.49 1.42 0.84
0.54 1.12 -0.41
-0.88 1.62 -0.83
-0.01 0.78 0.13

=====

It is found that the E_tot values, taken in the order of the records, are -16520.585 -269746.651 -14320.067 eV.